# 1
{
  "formula": "C42H108N8O13",
  "method": "ωB97M-V with the def2-TZVPD basis set",
  "e_homo_ev": -8.3767,
  "orbital_gap_ev": 9.0,
  "spin_multiplicity": 1,
  "species": ["C", "O", "C", "C", "N", "C", "C", "O", "C", "H", "H", "H", "H", "H", "H", "H", "H", "H", "H", "H", "H", "H", "H", "H", "C", "O", "C", "C", "N", "C", "C", "O", "C", "H", "H", "H", "H", "H", "H", "H", "H", "H", "H", "H", "H", "H", "H", "H", "C", "O", "C", "C", "N", "C", "C", "O", "C", "H", "H", "H", "H", "H", "H", "H", "H", "H", "H", "H", "H", "H", "H", "H", "C", "O", "C", "C", "N", "C", "C", "O", "C", "H", "H", "H", "H", "H", "H", "H", "H", "H", "H", "H", "H", "H", "H", "H", "C", "O", "C", "C", "N", "C", "C", "O", "C", "H", "H", "H", "H", "H", "H", "H", "H", "H", "H", "H", "H", "H", "H", "H", "C", "C", "C", "O", "C", "N", "H", "H", "H", "H", "H", "H", "H", "H", "H", "H", "H", "C", "C", "C", "O", "C", "N", "H", "H", "H", "H", "H", "H", "H", "H", "H", "H", "H", "C", "C", "C", "O", "C", "N", "H", "H", "H", "H", "H", "H", "H", "H", "H", "H", "H"],
  "positions_angstrom": [[11.014393, -11.755618, 4.095679], [12.256801, -12.023803, 4.723336], [12.144442, -12.326470, 6.093080], [12.526602, -11.148266, 7.001991], [11.437926, -10.195879, 7.122197], [11.714005, -9.195503, 8.154740], [10.707215, -8.051287, 8.060091], [10.805891, -7.534878, 6.739316], [10.058729, -6.373959, 6.553814], [10.321875, -12.576298, 4.300512], [11.177625, -11.650026, 3.024275], [10.587016, -10.811200, 4.447335], [12.803232, -13.160323, 6.344955], [11.132607, -12.579823, 6.419337], [13.449268, -10.684330, 6.623151], [12.711390, -11.565426, 7.994627], [11.232566, -9.612719, 6.318043], [12.688478, -8.700407, 8.026147], [11.664781, -9.617126, 9.162672], [11.028145, -7.273999, 8.761414], [9.690163, -8.416127, 8.232480], [10.169555, -6.007950, 5.535176], [10.236822, -5.570175, 7.280919], [8.973444, -6.527893, 6.691268], [10.541610, -12.173129, 11.082626], [11.196436, -11.583592, 12.180987], [12.588207, -11.912075, 12.159605], [13.147829, -11.689993, 13.555329], [12.457897, -12.570273, 14.486510], [12.650078, -12.194635, 15.875311], [11.851629, -13.106545, 16.816751], [12.260030, -14.442071, 16.654123], [11.752375, -15.309576, 17.640190], [10.985467, -11.880634, 10.120897], [9.515717, -11.805679, 11.016464], [10.522692, -13.264876, 11.156375], [13.104691, -11.232151, 11.472490], [12.699557, -12.955870, 11.858646], [12.999839, -10.632181, 13.837456], [14.232790, -11.822694, 13.549838], [11.473785, -12.531864, 14.250640], [12.178534, -11.211407, 16.064306], [13.705054, -12.167455, 16.136398], [10.783749, -13.017811, 16.578629], [12.079938, -12.749094, 17.829391], [10.655286, -15.257065, 17.651035], [12.056474, -15.070744, 18.667887], [12.118612, -16.297262, 17.376308], [20.262035, -15.466272, -1.927209], [19.406253, -15.541670, -0.816853], [20.091058, -15.283723, 0.399325], [19.140265, -15.443561, 1.564104], [18.194357, -14.345375, 1.644183], [17.119611, -14.589156, 2.565986], [16.233724, -13.373755, 2.797057], [15.291479, -13.285613, 1.784579], [14.442905, -12.149095, 1.921150], [19.609654, -15.500875, -2.801032], [20.993781, -16.279739, -1.961012], [20.803878, -14.513881, -1.997145], [20.465761, -14.252744, 0.395698], [20.905254, -16.010104, 0.498594], [19.710743, -15.467643, 2.494984], [18.629597, -16.409415, 1.421606], [17.887681, -14.034415, 0.733439], [17.495716, -14.959125, 3.527053], [16.464775, -15.437164, 2.285622], [16.949824, -12.533387, 2.870574], [15.843911, -13.388766, 3.827297], [15.042434, -11.269336, 2.183609], [13.742286, -12.350998, 2.734336], [13.961693, -11.924682, 0.973693], [12.419044, -3.589234, 8.856313], [11.580363, -4.400249, 9.657131], [12.064195, -4.468398, 10.983407], [11.936147, -3.200782, 11.815780], [12.992825, -2.233508, 11.679024], [12.916042, -1.172472, 12.670084], [14.012171, -0.131079, 12.529198], [15.141330, -0.613301, 13.265349], [16.294349, 0.189196, 13.085089], [12.357550, -2.539178, 9.141031], [12.225369, -3.778050, 7.800845], [13.470262, -3.901958, 8.961225], [13.114577, -4.802817, 10.979794], [11.535203, -5.293569, 11.462423], [11.944076, -3.605149, 12.848787], [10.966279, -2.732577, 11.641248], [13.945488, -2.566811, 11.638094], [12.962351, -1.604402, 13.685667], [11.922924, -0.712117, 12.647889], [13.648609, 0.728676, 13.103951], [14.232235, 0.038884, 11.476649], [16.388682, 0.815195, 13.981964], [16.210205, 0.878576, 12.239819], [17.220389, -0.366570, 12.946209], [9.768003, -0.404502, 5.745706], [9.267426, -1.380054, 6.645240], [8.601235, -2.434786, 5.953578], [7.989555, -3.336562, 7.017817], [6.883467, -2.736210, 7.752154], [5.612447, -2.814751, 7.021965], [4.445135, -2.555584, 7.963556], [3.292253, -2.444094, 7.175852], [2.152258, -1.942344, 7.841767], [10.588450, -0.862572, 5.182099], [10.062167, 0.471199, 6.314440], [9.005891, -0.108628, 5.014028], [9.312477, -2.940176, 5.288443], [7.831534, -1.960477, 5.326293], [8.826494, -3.456592, 7.715287], [7.720106, -4.291524, 6.569878], [7.120799, -1.756864, 7.872518], [5.509984, -3.821944, 6.624164], [5.534931, -2.011350, 6.279811], [4.596914, -1.624296, 8.534247], [4.401172, -3.339823, 8.733601], [2.127468, -2.304250, 8.870860], [1.256947, -2.236444, 7.297179], [2.175294, -0.846045, 7.794853], [7.074319, -14.344582, 3.374007], [6.662969, -14.882849, 2.004392], [7.174143, -13.972182, 0.914901], [6.486460, -14.311293, -0.279809], [6.928902, -13.574738, -1.381492], [7.212531, -16.238500, 1.821462], [6.723345, -14.955406, 4.203690], [6.760794, -13.302442, 3.466912], [8.165251, -14.301922, 3.459077], [5.566926, -14.901551, 1.971667], [8.255209, -14.085036, 0.783363], [6.939081, -12.931110, 1.173722], [6.574476, -13.985910, -2.325135], [8.024554, -13.535596, -1.454446], [6.587368, -12.530520, -1.328518], [6.869188, -16.547461, 0.916672], [6.842747, -16.854503, 2.534548], [15.723879, -6.479937, 10.299765], [15.850630, -7.843491, 9.631865], [14.734793, -8.728871, 10.193118], [14.702033, -10.048826, 9.717150], [15.881469, -10.798378, 9.957981], [15.600919, -7.651806, 8.178937], [14.762322, -6.065060, 10.001988], [16.493138, -5.767447, 9.992442], [15.857062, -6.530120, 11.385499], [16.800205, -8.328673, 9.880583], [13.794790, -8.268609, 9.874160], [14.756830, -8.653350, 11.290135], [15.551914, -11.832696, 10.096721], [16.421838, -10.519828, 10.863723], [16.507050, -10.810563, 9.062349], [15.039193, -8.442069, 7.865636], [16.479065, -7.779592, 7.682777], [9.565557, -15.529208, 5.753983], [10.105712, -16.026453, 7.090681], [11.118372, -17.151653, 6.898512], [11.196740, -17.858953, 8.115040], [12.094857, -18.934103, 8.118064], [10.667835, -14.895186, 7.839261], [10.341996, -15.060552, 5.143524], [8.788823, -14.778273, 5.912904], [9.115348, -16.310281, 5.135323], [9.272024, -16.505224, 7.621819], [12.093385, -16.721316, 6.637091], [10.697218, -17.795951, 6.120012], [11.875128, -19.697041, 7.361684], [12.035718, -19.430609, 9.085947], [13.120258, -18.564975, 7.985496], [9.994645, -14.449382, 8.451785], [11.328715, -15.337169, 8.477951]],
  "forces_ev_per_a": [[0.167, 0.130, 0.241], [-0.167, -0.022, -0.419], [0.243, 0.646, 1.194], [-0.229, -0.248, -0.895], [-0.214, 0.796, 1.093], [-0.468, 0.503, -0.219], [0.622, -0.391, -0.266], [0.162, 0.055, 0.020], [-1.353, 0.586, 0.156], [-0.167, 0.075, -0.141], [0.118, -0.185, -0.013], [-0.122, -0.076, 0.093], [-0.020, -0.097, -0.304], [-0.063, -0.340, -0.461], [0.119, -0.052, 0.155], [0.102, 0.131, 0.063], [0.364, -0.613, -0.511], [0.177, -0.315, 0.002], [0.099, -0.146, -0.049], [-0.424, 0.036, 0.188], [-0.078, 0.189, 0.207], [0.362, -0.037, 0.013], [0.713, -0.107, -0.055], [0.070, -0.469, -0.112], [-0.407, 0.311, -0.529], [0.176, -0.249, -0.146], [0.011, 0.660, 0.444], [-0.590, 0.239, 0.005], [0.742, -0.105, -0.069], [-1.506, -0.141, 0.022], [0.970, 0.067, -0.502], [0.323, 0.018, 0.330], [-0.345, 0.244, -0.102], [0.278, -0.120, 0.107], [0.015, -0.022, 0.400], [0.079, -0.042, 0.020], [0.008, -0.254, -0.260], [0.181, -0.053, -0.036], [-0.088, 0.049, -0.174], [-0.027, -0.399, 0.068], [-0.058, -0.020, 0.076], [0.550, 0.233, 0.046], [0.071, -0.077, -0.018], [-0.073, 0.095, 0.243], [-0.390, -0.114, 0.131], [-0.011, -0.339, -0.129], [0.342, 0.186, -0.137], [-0.225, -0.138, 0.106], [-0.331, 0.304, -0.533], [0.087, 0.177, 0.330], [-0.198, -0.059, 0.070], [-0.364, 0.008, -0.498], [0.585, 0.208, 0.209], [-1.037, -0.718, 0.324], [1.612, -0.146, 1.051], [-0.286, 0.486, -0.529], [0.580, -0.096, 0.477], [0.168, -0.240, -0.052], [-0.056, -0.084, 0.081], [0.002, 0.006, 0.287], [0.274, -0.086, -0.040], [0.190, 0.170, 0.067], [0.039, -0.141, 0.018], [0.063, -0.066, 0.194], [-0.250, -0.244, -0.035], [0.462, 0.480, -0.020], [-0.007, 0.164, -0.377], [-0.384, 0.294, -0.624], [-0.708, -0.345, -0.277], [-0.033, 0.014, 0.057], [-0.253, 0.265, -0.129], [-0.168, -0.345, -0.031], [0.697, -0.346, -0.192], [0.210, 0.086, -0.038], [0.212, -0.254, -0.264], [0.442, -1.056, 0.836], [0.000, 1.245, -0.651], [-0.260, -0.572, 0.233], [-0.572, -0.706, 1.619], [0.508, -0.411, -1.154], [-0.196, 0.873, 0.541], [-0.140, 0.050, -0.234], [-0.562, 0.239, 0.062], [-0.032, 0.057, 0.282], [0.053, 0.219, -0.067], [-0.326, 0.216, 0.014], [-0.308, 0.255, 0.070], [0.007, 0.068, -0.041], [-0.178, -0.610, 0.081], [0.219, 0.190, 0.063], [0.096, 0.133, -0.415], [0.087, 0.512, -0.702], [0.107, 0.335, 0.005], [0.271, 0.007, -0.102], [-0.152, -0.142, -0.104], [-0.229, -0.448, 0.106], [-0.272, -0.688, -0.111], [-0.209, 0.187, -0.082], [-0.252, 0.748, -0.043], [0.971, 0.547, 0.018], [-0.265, -0.293, -0.429], [0.036, 0.763, 0.862], [0.337, 0.324, 0.538], [-0.403, -0.537, -0.352], [0.395, 0.361, -0.253], [0.234, 0.399, 0.016], [0.258, -0.057, 0.030], [-0.077, 0.047, 0.092], [-0.032, -0.232, 0.107], [-0.064, -0.268, -0.106], [-0.188, -0.497, 0.093], [-0.147, -0.090, 0.215], [0.007, -0.034, 0.265], [-0.031, 0.135, -0.413], [0.001, -0.516, -0.543], [0.180, 0.055, -0.190], [-0.302, -0.147, -0.216], [-0.233, 0.098, 0.068], [0.068, -0.312, 0.037], [0.019, -0.008, 0.424], [0.655, 0.375, -0.378], [0.286, -0.336, 0.956], [-0.659, 0.069, -0.177], [0.166, -0.423, -0.125], [0.422, 0.772, -0.366], [-0.153, 0.560, -0.364], [-0.245, 0.070, -0.031], [-0.355, -0.146, 0.268], [0.003, -0.222, -0.118], [-0.027, 0.203, -0.202], [0.041, -0.030, 0.050], [0.130, 0.043, 0.003], [-0.270, -0.286, 0.229], [-0.014, -0.148, 0.154], [-0.040, -0.055, 0.061], [0.125, -0.343, 0.108], [-0.065, -0.087, -0.078], [0.646, 0.123, 0.253], [-0.764, 0.177, -0.108], [-0.111, 0.862, 0.049], [0.186, 0.062, 0.231], [-0.600, -0.866, -0.313], [0.612, -0.853, 0.265], [-0.077, 0.087, 0.273], [-0.008, -0.176, -0.389], [-0.419, -0.127, 0.002], [0.170, 0.191, -0.273], [-0.063, -0.116, 0.061], [0.100, -0.405, 0.007], [0.038, 0.034, 0.041], [0.051, 0.324, -0.090], [0.319, 0.295, 0.201], [-0.037, 0.090, -0.062], [-0.063, 0.289, -0.087], [-0.060, 0.146, -0.311], [-0.721, 0.012, -0.462], [-0.559, 0.508, 0.265], [-0.231, -0.009, 0.325], [0.440, -0.068, 0.085], [0.729, -0.785, 0.449], [0.117, 0.007, 0.152], [0.064, 0.042, 0.090], [0.032, -0.146, 0.204], [0.013, 0.071, 0.085], [0.048, -0.222, -0.283], [0.450, -0.107, -0.189], [-0.067, 0.207, -0.176], [-0.067, 0.159, 0.059], [0.012, -0.178, -0.109], [-0.245, -0.048, -0.217], [0.054, 0.394, 0.115]]
}


# 2
{
  "formula": "C7H10",
  "method": "ωB97M-V with the def2-TZVPD basis set",
  "e_homo_ev": -6.7864,
  "orbital_gap_ev": 4.6,
  "spin_multiplicity": 1,
  "species": ["C", "C", "C", "C", "C", "C", "C", "H", "H", "H", "H", "H", "H", "H", "H", "H", "H"],
  "positions_angstrom": [[-2.522094, 0.577100, 0.538299], [-1.917543, 0.012306, -0.686185], [-1.278587, -0.597294, 0.463146], [-0.022254, 0.005957, 0.858646], [1.120318, -0.576303, -1.330506], [1.044988, -0.342384, 0.104869], [2.318477, 0.379577, 0.658717], [0.540359, 0.092916, -1.936588], [-2.227970, -0.680178, -1.459890], [-1.588053, 0.930238, -1.203001], [-1.466422, -1.481849, 0.999966], [-3.340653, 0.212142, 1.070774], [-0.162525, 0.912708, 1.474241], [1.841513, -1.222141, -1.873542], [2.152274, 0.475055, 1.799343], [2.289421, 1.393501, 0.172629], [3.218752, -0.091344, 0.349078]],
  "forces_ev_per_a": [[3.296, -2.831, 0.107], [-1.192, 1.500, -3.070], [-1.345, 3.423, 2.949], [-1.714, 1.279, -1.100], [-0.475, -0.744, 2.335], [2.835, 1.909, -2.135], [-1.242, 0.533, 1.169], [-0.942, -0.487, -0.320], [-1.311, -0.131, -0.212], [1.456, -1.013, 0.063], [-0.823, -1.524, -0.575], [-1.631, -0.554, 0.626], [1.018, -0.805, 0.314], [0.012, 0.876, 0.862], [0.952, -0.125, -1.925], [0.156, -0.850, 0.720], [0.950, -0.455, 0.191]]
}


# 3
{
  "formula": "H2",
  "method": "ωB97M-V with the def2-TZVPD basis set",
  "e_homo_ev": -12.0493,
  "orbital_gap_ev": 12.5,
  "spin_multiplicity": 1,
  "species": ["H", "H"],
  "positions_angstrom": [[0.000000, 0.000000, 0.644976], [0.000000, 0.000000, -0.644976]],
  "forces_ev_per_a": [[0.000, 0.000, -4.903], [0.000, 0.000, 4.903]]
}


Which formula does entry 2 have?
C7H10